(1)
# C5H17NO4

A 4-piece molecular cluster, C5H17NO4 overall in a non-equilibrium geometry (ωB97M-V with the def2-TZVPD basis set, OMol25).

The geometry in XYZ format:
```
27
Properties=species:S:1:pos:R:3:forces:R:3
O -2.6150 0.0268 -0.7055 -1.04 0.15 1.66
O -0.6377 -2.7006 -2.3363 0.56 -0.08 -1.13
O -2.2867 2.9658 0.8314 -0.04 -0.50 -0.35
O -0.3233 -1.1436 -0.0953 -0.20 0.71 0.88
N 1.3219 -0.3234 1.1580 -0.87 1.15 0.84
C 1.4034 -1.5924 1.9209 -0.78 -0.45 -1.62
C 0.3227 -0.1326 0.2548 1.80 -2.96 -0.39
C 1.5020 0.8737 -1.6253 -0.34 -0.24 0.99
C 0.3488 1.0861 -0.6025 -0.33 0.42 1.34
C 1.9676 0.8728 1.6557 0.72 0.27 1.58
H -2.4705 0.3371 -1.5982 0.74 -0.76 -0.02
H -1.9248 -0.5206 -0.2250 -0.35 0.71 -2.01
H 1.6993 -2.3515 1.1571 -0.02 0.29 0.81
H 2.8346 0.5903 2.2500 0.22 -0.22 -0.20
H 0.3272 1.9405 0.1031 0.39 0.11 -0.99
H -2.2444 2.3780 0.0594 0.09 0.18 0.10
H 0.3773 -1.9232 2.2454 1.13 0.51 0.12
H 2.3348 1.5042 0.8589 -0.07 0.09 -0.12
H 1.2146 1.2855 -2.5826 0.55 0.85 -0.07
H -0.6359 1.0088 -1.0321 0.01 0.50 -0.70
H 1.3944 1.4890 2.3899 -0.18 -0.43 -0.76
H -2.9373 2.4878 1.3550 -0.07 0.15 0.27
H 2.5341 1.1122 -1.2088 -1.43 -0.17 -0.92
H 0.0263 -2.2578 -1.7883 -0.88 -0.31 0.34
H 1.3977 -0.1882 -1.8327 0.68 -0.29 -0.03
H 2.1651 -1.5224 2.7054 -0.48 0.05 -0.17
H -1.3523 -3.0582 -1.8118 0.19 0.26 0.56
```
Forces are in eV/Å.

Output
* relative energy (zero: lowest compared OMol25 entry of this formula, charge and spin): 25.6 kcal per mole
* 2S+1: 1
* net charge: 0
* E_tot: -15140.2361 eV
* orbital gap: 0.38440 Ha
* SMILES: CCC(=O)N(C)C.O.O.O



(2)
# C7H9NO

A single C7H9NO molecule in a non-equilibrium geometry (ωB97M-V with the def2-TZVPD basis set, OMol25).

The geometry in XYZ format:
```
18
Properties=species:S:1:pos:R:3:forces:R:3
O 1.4499 1.6154 0.2359 -0.76 -0.90 -0.03
N -0.6205 1.4909 -0.6948 0.05 0.91 0.16
C 0.8623 0.2940 0.7465 0.43 1.37 -1.87
C -0.6068 -0.8797 -1.1033 2.19 2.73 0.68
C 1.7166 -0.7974 0.3891 -0.17 0.18 -0.81
C 0.4617 2.1344 -0.5331 -0.68 0.21 -0.42
C -0.5734 0.2175 0.0102 3.40 0.12 -0.91
C -1.6406 0.0257 0.9803 -2.70 -0.90 0.53
C 2.2060 -1.7332 -0.1720 1.72 -1.75 0.43
H 0.9513 0.4082 1.7878 -0.86 0.28 1.52
H -2.6188 -0.0516 0.4213 0.84 0.06 0.82
H -0.6635 -1.7663 -0.5926 -0.69 -2.55 0.46
H 2.8415 -2.6092 -0.3556 -0.80 0.93 -0.15
H -1.3560 -0.5092 -1.7007 -2.56 -0.18 -1.24
H 0.2461 -0.8624 -1.7983 0.10 0.06 0.74
H 0.6055 3.1361 -1.0248 0.28 -1.19 0.77
H -1.5240 -0.8432 1.6260 0.18 -0.79 -0.65
H -1.7373 0.7299 1.7781 0.04 1.43 -0.04
```
Forces are in eV/Å.

Output
* relative energy (zero: lowest compared OMol25 entry of this formula, charge and spin): 82.6 kcal per mole
* 2S+1: 1
* net charge: 0
* E_tot: -10939.2307 eV
* orbital gap: 0.38969 Ha
* SMILES: C#C[C@H]1OC=NC1(C)C



(3)
# C40H54N4Se2V

C40H54N4Se2V as an isolated structure (ωB97M-V with the def2-TZVPD basis set, OMol25).

The geometry in XYZ format:
```
101
Properties=species:S:1:pos:R:3:forces:R:3
Se 1.6264 -0.9369 -3.1315 0.00 -0.04 0.11
Se 1.6326 2.1619 -1.5560 -0.36 -0.26 -0.21
V -0.1426 -0.1107 0.1377 0.36 0.29 -0.05
N -1.7238 0.7006 -0.8659 -0.36 0.12 -0.17
N 0.0220 1.5965 1.2710 -0.14 0.17 0.27
N 1.3787 -0.9641 1.2236 0.17 -0.16 0.15
N -0.4897 -1.9135 -0.7697 0.02 -0.20 -0.15
C 3.0676 -4.7046 3.0825 0.00 0.00 -0.01
C -3.4623 1.0291 -2.3592 0.01 -0.02 -0.07
C -2.0704 5.2130 2.8311 0.00 0.00 0.01
C -2.4735 0.0966 -1.8295 0.05 0.00 0.05
C -0.1834 3.7760 1.9714 0.04 0.04 0.00
C 3.1925 -0.1143 -2.3031 0.05 -0.04 -0.08
C 1.8612 -2.2325 1.0901 -0.04 0.02 0.05
C -0.6815 2.7452 1.0860 -0.05 -0.03 -0.08
C -0.2199 -6.3793 -0.5166 -0.01 0.01 0.00
C -0.2381 -4.0714 -1.5264 -0.02 -0.04 -0.07
C 3.7468 -3.7101 2.1365 -0.06 0.00 0.04
C -5.3086 1.6754 -4.0643 0.00 -0.01 0.02
C -3.4203 -4.7107 -2.7351 0.01 0.00 0.01
C 2.9767 -2.4345 1.9941 0.01 -0.05 -0.08
C 1.3345 -3.1963 0.2348 -0.07 0.03 -0.08
C 4.1176 -0.9670 3.7711 -0.03 -0.01 0.01
C -4.4218 0.6060 -3.4384 0.01 0.04 0.04
C 2.1278 -0.3547 2.1909 -0.01 0.03 -0.03
C -5.1177 3.5724 -0.6480 0.00 -0.01 -0.01
C 2.3805 3.8880 -1.0881 0.05 -0.03 0.20
C -0.7387 5.1621 2.0764 -0.01 -0.02 0.04
C 0.9696 1.8543 2.2150 0.09 -0.09 0.00
C 3.4844 -1.0255 5.1649 0.00 -0.01 0.00
C -1.4072 -2.1560 -1.7486 -0.06 0.13 0.07
C 1.2199 3.4947 5.1490 -0.01 0.00 -0.01
C 1.9423 0.9489 2.6348 -0.08 0.03 -0.06
C 2.1863 -0.6363 -4.9633 -0.03 0.04 -0.04
C 3.1387 -1.2708 2.6804 0.01 0.07 0.02
C -2.3243 -1.2232 -2.2333 0.09 -0.07 0.02
C -1.2627 -3.5109 -2.2307 0.03 -0.08 -0.04
C -4.0410 3.4954 -1.7345 0.01 -0.03 0.01
C 0.8470 3.2213 2.6728 0.01 0.06 0.01
C -2.1934 1.9756 -0.7464 0.06 -0.01 0.00
C 0.3035 -5.4626 -1.6266 -0.03 0.02 0.03
C -3.2844 2.1995 -1.6882 -0.03 0.04 0.06
C 3.2201 1.4012 -2.3854 0.01 -0.02 0.00
C -1.7006 2.9170 0.1440 0.06 -0.01 0.05
C 0.2478 -3.0567 -0.6207 0.05 0.07 0.07
C 1.6929 3.8493 3.7360 -0.04 -0.01 0.02
C -2.1107 -4.1425 -3.2897 -0.01 -0.02 0.04
H -1.5449 -4.9405 -3.7752 -0.01 0.00 -0.02
H 3.2769 1.7423 -3.4184 0.04 -0.02 -0.01
H -2.8225 4.5881 2.3472 0.01 0.00 0.00
H 4.5553 0.0220 3.6100 0.00 0.00 0.00
H 2.6312 1.3005 3.3936 0.00 0.00 0.00
H 2.9524 -4.2715 4.0773 0.00 0.00 0.00
H 3.3515 3.7593 -0.6144 0.00 0.03 0.02
H -0.0160 5.8007 2.5887 0.01 0.01 -0.03
H 2.6606 -0.3157 5.2512 0.00 -0.01 0.00
H 1.4109 -1.0565 -5.6000 0.02 0.01 -0.03
H 4.0709 -0.5293 -2.8012 0.01 -0.04 0.06
H -4.6814 3.4427 0.3438 0.00 0.00 0.00
H 4.9424 -1.6807 3.7230 0.02 0.02 -0.01
H 1.6945 4.3458 -0.3772 0.00 0.01 -0.01
H 1.2188 2.4137 5.2980 0.00 0.00 0.00
H -5.6352 4.5327 -0.6722 0.00 0.00 0.00
H -4.0402 -5.1249 -3.5316 0.00 0.00 0.00
H 0.0595 -5.9984 0.4671 0.00 0.00 0.00
H 4.7508 -3.4878 2.5037 0.01 -0.01 -0.01
H -3.2196 -5.5035 -2.0129 0.00 0.01 0.01
H 1.8248 -4.1623 0.2357 0.01 0.01 -0.01
H 3.0823 -2.0204 5.3616 -0.01 0.00 0.00
H -0.8686 5.5860 1.0763 -0.01 0.00 0.00
H -3.9933 -3.9360 -2.2229 0.00 0.00 0.00
H 0.1784 -7.3899 -0.6183 0.01 0.00 0.00
H 4.2168 -0.7955 5.9402 0.00 0.00 0.00
H -4.7167 2.4693 -4.5202 0.00 0.00 -0.01
H -5.8582 2.7824 -0.7860 0.00 0.00 0.00
H -2.1546 3.8998 0.1111 0.00 -0.01 0.01
H 2.0719 -4.9663 2.7204 0.00 0.01 0.01
H -3.8375 0.1374 -4.2361 -0.01 -0.02 0.00
H -5.9836 2.1245 -3.3351 0.01 0.01 0.00
H -1.3089 -6.4374 -0.5479 0.00 0.00 0.00
H 1.6837 4.9343 3.6134 0.02 0.00 0.00
H -5.0596 -0.1876 -3.0354 0.01 -0.02 -0.01
H -4.5009 3.6369 -2.7077 0.02 0.02 -0.02
H 0.2014 3.8502 5.3128 0.00 -0.01 0.00
H 3.1264 -1.1515 -5.1494 0.00 0.02 -0.03
H -5.9227 1.2305 -4.8480 0.00 -0.01 0.00
H 0.0400 -5.8838 -2.5990 0.01 0.00 0.00
H -2.4550 6.2327 2.8816 0.00 0.00 0.00
H -3.3388 4.3235 -1.6104 0.00 0.00 0.00
H -2.9930 -1.5713 -3.0101 0.01 0.00 -0.01
H 2.2824 0.4258 -5.1739 0.00 0.01 -0.03
H 2.7328 3.5366 3.6111 0.00 0.01 0.00
H 2.4652 4.5093 -1.9756 0.02 0.01 0.01
H -1.9452 4.8453 3.8508 0.00 -0.01 0.00
H 1.8636 3.9441 5.9066 0.01 0.00 0.00
H 3.1840 -0.4595 -1.2685 0.01 0.06 0.04
H 3.6494 -5.6227 3.1756 0.00 0.00 -0.01
H -2.3341 -3.4090 -4.0682 0.02 0.00 -0.01
H 3.8746 -4.1718 1.1541 0.02 0.00 0.01
H 1.3956 -5.4330 -1.5904 0.00 -0.01 -0.02
H 4.0811 1.7953 -1.8433 0.04 -0.03 -0.01
```
Forces are in eV/Å.

Output
* 2S+1: 4
* net charge: 0
* E_tot: -204700.4475 eV
* orbital gap (alpha / beta): 0.22427 / 0.20454 Ha
* <S²>: 3.7684



(4)
# C29H35CsI3N14O2PS

C29H35CsI3N14O2PS as an isolated structure in a non-equilibrium geometry (ωB97M-V with the def2-TZVPD basis set, OMol25).

The geometry in XYZ format:
```
86
Properties=species:S:1:pos:R:3:forces:R:3
Cs -0.4697 -0.8433 0.7243 0.84 1.79 0.19
I 0.7591 5.0918 1.6380 -0.03 -0.03 -0.02
I 3.5393 0.1205 -2.8260 0.01 0.11 -0.06
I 5.0787 -2.1155 -2.7669 0.02 -0.07 0.04
S 2.0712 2.7342 -3.1021 -0.12 -0.13 -0.10
P 1.4303 1.5381 4.3085 0.02 0.03 -0.09
O -1.1659 3.0443 -1.5924 -0.01 0.06 0.08
O -3.0100 -2.9395 1.4156 -0.02 0.20 -0.12
N -0.0547 1.1803 -3.9048 -0.24 -0.21 0.32
N -1.8407 4.7927 -0.3412 0.06 0.01 -0.04
N -0.1801 0.4804 -2.7103 0.31 -0.29 0.11
N 0.9041 -0.9601 3.1664 0.33 -0.27 0.67
N 1.8395 -1.1192 5.1601 0.07 0.03 0.10
N -0.6140 1.8125 2.3903 -0.33 0.18 0.03
N 0.6732 2.4038 -5.4363 0.07 0.15 -0.35
N -2.9134 -0.1678 -0.7240 -0.47 0.05 -0.30
N 0.9661 -3.0000 -0.2316 0.43 -0.75 -0.25
N 2.2916 1.5115 1.6212 0.24 -0.01 -0.17
N -1.8861 -2.8044 -0.6192 -0.35 -0.53 -0.40
N -1.2362 2.4131 4.4245 0.08 0.01 0.12
N -0.3405 1.6969 -6.0132 0.19 0.14 0.22
N 3.5361 2.7827 2.9394 0.03 0.02 0.17
C 4.0293 3.4791 4.1188 -0.07 -0.05 -0.12
C -1.9176 2.2287 2.3599 0.05 -0.03 -0.06
C -3.6182 0.9383 -0.9995 0.08 -0.14 0.05
C 2.2938 -3.0766 -0.0525 -0.21 0.05 -0.06
C -0.7751 0.9460 -5.0444 0.00 -0.06 0.03
C 1.3757 -0.2776 4.1849 0.04 -0.13 0.11
C 0.3653 3.7304 0.0418 0.00 0.04 -0.04
C -4.9411 1.1104 -0.6347 -0.03 -0.07 0.04
C -2.7496 -2.4297 0.2943 -0.44 -0.63 -0.21
C 2.2009 -5.4100 0.3603 0.02 0.00 0.02
C 0.2388 -4.1142 -0.1266 -0.05 0.05 -0.06
C -0.9504 3.8462 -0.6930 -0.02 -0.03 -0.01
C -3.5211 -1.1595 -0.0583 -0.02 0.14 -0.08
C 2.4645 1.9307 2.8586 -0.05 0.13 -0.10
C 0.8342 -5.3403 0.1889 0.03 0.00 -0.01
C -1.8671 -0.0557 -5.1205 0.03 0.05 0.00
C 1.0690 -2.2806 3.4762 -0.04 -0.04 -0.02
C 2.4239 -0.7524 6.4435 -0.07 -0.04 -0.15
C 0.8918 2.1093 -4.1469 -0.04 -0.04 -0.07
C 4.0530 2.8973 1.6797 -0.04 -0.03 0.05
C -4.8438 -1.0546 0.3678 -0.04 -0.01 0.04
C -0.2229 1.9295 3.6390 -0.02 0.06 0.09
C 2.9597 -4.2505 0.2288 -0.02 -0.06 0.01
C -1.2649 -4.0903 -0.3630 -0.10 0.15 0.06
C -2.3215 2.5998 3.6107 0.12 0.00 0.02
C 1.6437 -2.4003 4.7108 0.04 0.15 -0.02
C 3.2769 2.1055 0.8788 -0.14 -0.09 0.04
C -5.5656 0.0835 0.0652 0.01 0.01 -0.02
C -1.2014 2.6631 5.8593 0.00 -0.05 -0.16
H -2.4853 2.2360 1.4401 -0.02 -0.03 0.07
H -1.7342 -4.5905 0.4913 0.02 -0.05 0.05
H -0.3649 3.3095 6.1140 0.03 0.02 -0.02
H -1.1193 0.1002 -2.6341 -0.05 0.06 0.13
H -0.0254 1.1522 -1.9628 -0.20 0.14 -0.03
H 1.6861 -0.2776 7.0871 -0.04 0.01 0.01
H -1.4439 -4.7323 -1.2338 0.07 -0.03 -0.04
H -5.2671 -1.8749 0.9311 0.02 0.02 0.00
H 3.2656 4.1405 4.5236 -0.03 0.02 -0.01
H -2.6129 0.1114 -4.3397 0.02 0.01 -0.03
H 2.6762 -6.3549 0.5948 0.00 0.01 -0.01
H -2.6879 4.8664 -0.8771 -0.01 0.00 -0.01
H 0.7649 -3.0677 2.7957 0.04 0.09 0.12
H 3.3686 1.9338 -0.1849 0.00 -0.02 0.11
H 2.8398 -2.1406 -0.1452 -0.04 -0.05 -0.02
H 4.8910 4.0744 3.8299 0.01 0.00 -0.01
H 0.4279 2.7364 0.4781 0.03 -0.02 0.11
H -3.0812 1.7214 -1.5279 -0.01 -0.03 0.03
H -2.3468 0.0235 -6.0924 0.01 -0.01 0.01
H -5.4646 2.0226 -0.8890 -0.01 0.00 -0.01
H 0.2116 -6.2222 0.2864 0.03 0.02 -0.01
H -2.1278 3.1534 6.1452 -0.01 0.01 0.00
H 4.9131 3.5125 1.4701 -0.05 -0.02 0.02
H -1.1129 1.7317 6.4164 -0.01 -0.03 -0.01
H 3.2608 -0.0719 6.3060 0.02 0.01 -0.03
H -6.6010 0.1745 0.3713 0.02 0.01 0.00
H 1.9294 -3.2596 5.2951 -0.01 0.05 -0.02
H 4.0359 -4.2578 0.3319 0.00 0.00 0.03
H 1.2248 3.0447 -5.9790 -0.03 0.01 0.00
H 4.3322 2.7744 4.8901 0.00 -0.04 0.01
H -3.2580 2.9778 3.9861 0.04 -0.04 0.00
H -1.6363 5.4722 0.3704 0.01 -0.02 0.02
H 1.1665 3.8532 -0.6816 0.00 0.00 -0.02
H -1.4710 -1.0651 -4.9949 0.00 0.02 0.02
H 2.7848 -1.6551 6.9278 0.00 -0.02 0.00
```
Forces are in eV/Å.

Output
* 2S+1: 1
* net charge: 0
* E_tot: -100572.9049 eV
* orbital gap: 0.24649 Ha



Q: Which formula does entry 3 have?
A: C40H54N4Se2V



Q: What is the E_tot in the second record?
A: -10939.2307 eV



Q: Which formula does entry 3 have?
A: C40H54N4Se2V



Q: Among the records above, which one has the highest E_tot?
A: C7H9NO